20
Properties=species:S:1:pos:R:3 method="wB97M-V/def2-TZVPD" homo_ev=-11.36 charge=+1 total_energy_ha=-688.3764 lumo_energy_ev=-3.45 homo_lumo_gap_ev=7.90
C -1.466 1.217 0.666
C -1.260 -0.103 -0.035
C -2.400 -0.650 -0.507
S -3.997 -0.022 -0.023
C 0.184 -0.636 0.061
C 1.551 0.221 0.048
C 2.868 -0.277 0.465
N 2.576 -0.032 -1.082
H -0.687 1.937 0.413
H -2.327 1.675 0.315
H -1.387 1.141 1.802
H -2.626 -1.568 -1.119
H -4.880 -1.056 -0.170
H 0.178 -0.701 1.102
H 0.360 -1.620 -0.480
H 1.147 1.166 0.071
H 3.625 0.346 0.870
H 2.980 -1.229 0.821
H 3.009 0.868 -1.358
H 2.552 -0.676 -1.859